{
  "formula": "C6H13O",
  "method": "wB97M-V/def2-TZVPD",
  "elements": ["C", "C", "C", "C", "C", "C", "O", "H", "H", "H", "H", "H", "H", "H", "H", "H", "H", "H", "H", "H"],
  "positions_angstrom": [[1.84040, -0.65563, 1.18272], [0.60768, 0.11384, 0.54593], [0.99581, 1.59967, 0.71665], [0.19528, -0.19743, -0.95860], [-1.19592, 0.14583, -1.34007], [-2.34869, -0.86396, -0.44541], [-3.50161, -0.74556, -1.08888], [1.58180, -1.70491, 1.19724], [1.95429, -0.44269, 2.33041], [2.86092, -0.46832, 0.61732], [-0.27057, -0.10735, 1.21624], [0.84616, 1.99464, 1.77320], [0.25569, 2.13806, 0.09143], [1.95218, 1.87768, 0.35840], [0.96148, 0.08323, -1.70846], [0.42461, -1.39782, -0.90601], [-1.32751, -0.09318, -2.41793], [-1.55661, 1.15955, -1.33889], [-1.98535, -1.83917, -0.51971], [-2.29005, -0.59648, 0.69443]],
  "atomic_forces_ev_per_a": [[0.34, 0.32, 0.21], [1.29, 0.96, 0.81], [-3.08, 0.66, 0.68], [2.68, -2.98, 1.85], [-1.46, -2.54, 0.48], [-0.40, 3.47, -1.77], [-0.55, 0.08, 0.86], [0.37, -0.62, -0.37], [-0.08, 0.21, -2.16], [-2.05, -0.38, 1.16], [0.73, 0.22, -0.90], [0.37, -0.59, -1.12], [0.36, 0.23, 0.35], [1.19, -0.06, -0.33], [0.03, 0.48, 0.55], [-1.25, 2.26, -0.65], [-0.19, -0.47, 0.63], [0.24, 0.73, 0.83], [1.55, -2.16, -0.03], [-0.10, 0.19, -1.09]],
  "nbo_charge": [-0.612, -0.223, -0.617, -0.393, -0.507, 0.050, -0.940, 0.200, 0.195, 0.189, 0.216, 0.189, 0.209, 0.187, 0.179, 0.170, 0.192, 0.192, 0.083, 0.040],
  "largest_force_ev_per_a": 4.415,
  "homo_lumo_gap_ev": 5.7,
  "smiles": "CC(C)CCC[O-]",
  "charge": -1,
  "e_tot_ha": -311.56877
}